The following is a quantum chemistry calculation of 2 unconnected molecules or ions with the total composition C29H37N4O4 in a non-equilibrium geometry, from OMol25.

Each line ends with the Löwdin charge.
CARTESIAN COORDINATES (ANGSTROEM)
1 O -1.558 1.958 5.263  -0.07
2 O -3.285 3.930 4.829  -0.08
3 O -0.295 3.994 0.283  0.09
4 O -3.772 4.796 2.358  -0.06
5 N 0.514 3.028 -1.650  -0.04
6 N 1.039 -4.043 0.266  0.01
7 N 0.214 -4.788 2.156  0.10
8 N 0.713 0.868 -1.031  0.05
9 C -0.040 1.362 -3.364  0.02
10 C 0.901 1.739 -2.209  -0.46
11 C 0.657 -5.901 1.473  -0.31
12 C -0.811 0.779 5.626  -0.05
13 C 2.356 1.801 -2.698  0.02
14 C 2.839 -5.410 -4.237  -0.05
15 C -1.980 2.100 3.979  -0.19
16 C -3.239 3.550 2.459  -0.19
17 C -3.976 5.340 1.037  -0.04
18 C 2.172 -3.294 -3.179  -0.19
19 C 1.177 -5.421 0.295  -0.08
20 C 1.686 -2.565 -2.042  0.05
21 C -1.539 1.361 2.876  0.01
22 C -1.958 1.698 1.588  -0.23
23 C 1.429 -1.203 -2.059  -0.06
24 C -2.397 5.011 5.243  -0.02
25 C 2.935 -3.352 -5.516  -0.06
26 C 0.058 1.543 0.093  -0.15
27 C 2.475 -2.639 -4.413  -0.01
28 C -1.345 0.995 0.402  -0.08
29 C 0.458 -3.673 1.399  -0.16
30 C -2.876 2.727 1.391  0.02
31 C 2.377 -4.701 -3.132  0.00
32 C 0.497 -7.247 2.043  -0.03
33 C 3.120 -4.740 -5.439  -0.04
34 C 0.970 -0.456 -0.982  0.03
35 C 0.556 4.253 -2.415  0.00
36 C -2.896 3.158 3.773  -0.15
37 C 0.039 3.005 -0.370  -0.36
38 H 0.207 5.073 -1.784  0.10
39 H 1.510 -3.117 -1.105  0.06
40 H 1.008 -7.985 1.412  0.09
41 H 2.346 -1.558 -4.488  0.10
42 H 1.580 4.462 -2.749  0.10
43 H 2.392 2.382 -3.628  0.10
44 H 3.482 -5.294 -6.305  0.12
45 H -4.395 6.330 1.214  0.10
46 H 0.103 0.324 -3.674  0.08
47 H 1.628 -5.986 -0.506  0.09
48 H -1.342 -0.138 5.333  0.09
49 H -1.250 -0.083 0.604  0.11
50 H 3.150 -2.815 -6.440  0.11
51 H 0.189 0.793 5.170  0.09
52 H -1.440 4.594 5.573  0.09
53 H 2.763 0.807 -2.894  0.07
54 H 2.159 -5.216 -2.197  0.08
55 H -3.023 5.418 0.495  0.09
56 H -0.731 0.833 6.712  0.10
57 H -0.085 4.178 -3.303  0.10
58 H 0.776 -0.934 -0.018  0.14
59 H 0.173 2.015 -4.220  0.09
60 H 2.978 2.292 -1.937  0.11
61 H -1.087 1.495 -3.053  0.10
62 H -0.567 -7.529 2.111  0.09
63 H -0.828 0.537 3.013  0.11
64 H 2.983 -6.489 -4.165  0.11
65 H 0.186 -2.683 1.746  0.11
66 H -2.255 5.711 4.413  0.09
67 H -4.687 4.725 0.468  0.09
68 H -2.918 5.489 6.071  0.09
69 H -1.972 1.126 -0.498  0.13
70 H -0.212 -4.808 3.079  0.17
71 H 1.573 -0.646 -2.983  0.06
72 H -3.221 2.964 0.379  0.12
73 H 0.924 -7.299 3.058  0.09
74 H 0.687 1.473 1.003  0.18

Atomic forces in eV per Å
O 0.16 -0.78 -0.07
O 0.08 0.26 0.16
O 0.39 -1.72 -0.98
O -0.39 -0.36 -0.60
N -0.32 -0.03 0.51
N -0.38 0.04 1.10
N -0.06 0.32 0.04
N 0.27 -2.30 0.28
C -0.21 -0.01 0.11
C -0.05 0.46 -0.59
C 0.05 0.79 -0.27
C -0.33 0.54 -0.33
C 0.08 0.08 0.31
C 0.02 0.22 -0.17
C -0.60 0.37 -0.31
C 0.51 -0.11 0.71
C 0.05 -0.36 0.44
C 0.52 -0.35 -1.55
C -0.57 0.44 1.01
C -0.03 1.17 0.12
C 0.40 -0.19 0.18
C -0.56 -0.08 0.31
C 0.48 -0.61 -1.09
C -0.41 -0.77 -0.47
C -0.06 0.12 0.18
C 0.27 0.61 0.72
C -0.09 -0.47 0.41
C -0.25 -0.10 -0.27
C 0.35 -1.60 -0.37
C 0.16 0.30 -0.47
C -0.15 0.63 0.17
C -0.05 -0.76 0.26
C -0.19 0.12 0.54
C -0.50 1.66 0.26
C 0.17 0.11 -0.45
C 0.97 0.60 -0.16
C 0.02 1.24 0.63
H 0.07 -0.24 -0.04
H 0.06 0.15 -0.31
H -0.16 0.16 0.24
H 0.09 -0.38 -0.13
H -0.18 0.05 0.10
H 0.06 -0.14 0.28
H -0.10 0.15 0.24
H 0.04 -0.14 -0.12
H -0.12 0.27 -0.06
H -0.08 0.08 0.16
H 0.07 0.24 0.06
H -0.09 0.20 -0.11
H -0.03 -0.22 0.25
H -0.18 0.00 0.11
H -0.11 0.11 -0.03
H 0.02 0.27 -0.02
H 0.09 0.11 -0.35
H -0.19 -0.06 0.16
H 0.07 -0.09 -0.18
H 0.07 0.07 0.19
H 0.05 0.17 -0.28
H -0.16 -0.20 0.21
H -0.11 -0.15 -0.22
H 0.29 -0.06 -0.14
H 0.37 0.06 -0.04
H -0.21 0.34 -0.02
H -0.04 0.35 -0.04
H 0.14 -0.15 -0.24
H 0.00 -0.08 0.17
H 0.13 0.20 0.12
H 0.15 0.01 -0.10
H 0.16 -0.14 0.34
H 0.16 0.04 -0.42
H -0.03 -0.42 0.36
H 0.33 0.00 0.36
H -0.10 -0.06 -0.34
H -0.26 0.04 -0.44

Summary:
**Relative energy (zero: lowest compared OMol25 entry of this formula, charge and spin)**: 0.00 kJ/mol
**Total charge**: +1
**E_HOMO**: -9.98 eV
**Frontier orbital gap**: 5.6501 eV